Molecular formula: C79H189N13O15
Method: DFT, ωB97M-V/def2-TZVPD

XYZ file:
```
296
Properties=species:S:1:pos:R:3:forces:R:3:lowdin_charge:R:1
C -3.4861 3.5191 -5.7250 2.503 0.234 0.483 -0.0391
C -3.3141 3.9025 -4.2259 -2.706 1.136 -1.384 -0.4683
C -3.9327 2.8015 -3.4313 2.083 -2.058 0.879 -0.2136
O -3.6762 2.8945 -2.0331 -0.091 0.269 0.615 -0.2117
C -4.5516 2.0991 -1.1885 1.790 -0.478 -1.138 -0.0713
N -1.9982 4.2320 -3.8865 1.418 0.083 1.085 0.0896
H -3.0458 2.5147 -5.8687 -0.329 0.293 -0.149 0.0840
H -2.9609 4.2038 -6.4299 -0.076 -0.230 0.734 0.0777
H -4.4813 3.5586 -6.0342 -1.782 -0.284 -0.294 0.0527
H -3.9523 4.7899 -4.0818 0.007 0.059 0.072 0.1372
H -3.4228 1.8795 -3.8458 -0.614 0.221 0.615 0.1361
H -4.9698 2.7000 -3.5343 -1.699 0.032 -0.745 0.1074
H -4.3825 1.0376 -1.4197 -0.203 -0.006 -0.146 0.0891
H -5.5807 2.3398 -1.4149 -0.352 0.212 0.438 0.0789
H -4.2008 2.1799 -0.1472 -0.585 0.558 -0.414 0.0842
H -1.3538 3.9620 -4.5980 0.570 -0.295 -0.004 0.0169
H -1.7183 3.8506 -2.9784 -0.023 0.218 -0.487 0.0745
C 2.3103 0.3267 5.4362 -0.389 0.813 -0.426 -0.0712
C 1.0229 -0.3176 5.8438 -0.817 -1.004 -0.574 -0.4276
C 1.2938 -1.0637 7.1645 0.241 1.273 -0.185 -0.1925
O 1.5877 -0.0927 8.1688 -0.204 0.120 -0.616 -0.1890
C 1.5927 -0.5682 9.4761 0.224 0.347 0.483 -0.1251
N -0.0965 0.6735 5.7705 0.862 -2.044 -0.591 0.0775
H 2.2424 0.8233 4.4260 0.361 -0.515 1.094 0.0748
H 3.0534 -0.4542 5.5183 0.559 0.092 -0.485 0.0652
H 2.5061 1.0253 6.2516 0.425 0.468 -0.360 0.0839
H 0.8219 -1.1845 5.1670 -0.214 0.757 0.072 0.1182
H 2.1662 -1.7342 6.9736 -0.642 0.137 0.378 0.1341
H 0.3994 -1.6079 7.4064 -0.417 -0.613 0.476 0.1109
H 0.6413 -0.8855 9.8417 -1.230 -0.546 -0.190 0.0701
H 1.8077 0.2571 10.1701 0.654 -0.219 -0.421 0.0953
H 2.2547 -1.4199 9.5639 0.547 -0.099 0.360 0.0865
H -0.9701 0.2561 6.0861 0.276 0.479 0.240 0.0674
H 0.1895 1.4922 6.2570 -0.268 0.590 0.747 0.0547
C 6.7599 4.6710 -4.0873 -0.316 1.291 1.868 -0.0402
C 5.4970 5.5138 -3.9681 -1.032 -1.290 0.653 -0.4398
C 4.3680 4.7174 -3.2728 -0.809 0.115 2.874 -0.1950
O 4.1135 3.3982 -3.7329 0.737 -0.307 0.345 -0.2144
C 4.4311 2.3307 -2.8380 0.055 0.734 0.127 -0.0806
N 5.6583 6.8520 -3.4235 1.497 0.003 1.405 0.0442
H 7.5194 5.2448 -4.5313 1.009 0.883 -0.958 0.0554
H 6.6642 3.7616 -4.6453 -0.361 -0.568 0.129 0.0762
H 7.1184 4.5788 -3.0489 0.016 -0.836 -0.236 0.0891
H 5.0764 5.6325 -4.9233 -0.267 0.399 -1.741 0.1138
H 3.3993 5.2152 -3.3658 0.078 0.509 -0.564 0.0927
H 4.4191 4.7259 -2.1066 0.681 -0.193 -1.626 0.1453
H 4.1063 2.4623 -1.8178 -0.524 0.754 0.462 0.0523
H 5.4781 2.0762 -2.7288 0.521 0.108 -0.603 0.0866
H 3.8669 1.5072 -3.1777 -0.407 -1.221 -0.641 0.0680
H 4.7801 7.3000 -3.2097 -0.300 -0.052 -0.168 0.0625
H 6.2142 6.8937 -2.5295 -0.749 -0.387 -1.292 0.0974
C -6.9538 0.6486 3.4314 -2.154 -1.134 0.953 -0.0815
C -6.3157 1.6460 2.5641 0.024 0.629 0.561 -0.4772
C -6.8633 1.5375 1.1889 1.508 0.062 -1.238 -0.2155
O -6.3277 0.3325 0.6469 -1.077 -0.347 -1.434 -0.2235
C -7.2004 -0.2038 -0.3832 0.699 1.026 -0.463 -0.0928
N -6.5866 2.9664 3.1038 -1.329 0.066 0.449 0.0676
H -8.0406 0.8352 3.5135 0.175 0.423 0.014 0.0954
H -6.5860 0.7266 4.4504 0.311 -0.437 0.112 0.0835
H -6.9842 -0.3643 3.0388 0.753 -0.236 0.095 0.0755
H -5.2708 1.3831 2.5832 0.814 0.384 -0.365 0.1206
H -6.5734 2.4003 0.5261 -0.506 -0.610 0.746 0.1243
H -7.9130 1.4124 1.2666 -1.328 0.373 -0.089 0.1106
H -6.5516 -0.7544 -1.0875 -0.503 0.160 0.293 0.0863
H -7.8169 0.5606 -0.9413 1.138 -0.207 0.411 0.1007
H -7.9759 -0.8236 0.0204 -0.181 -0.814 0.598 0.0703
H -5.7514 3.4185 3.3486 1.507 0.752 0.119 0.0183
H -7.0822 2.9061 4.0027 0.084 -0.111 -0.674 0.0797
C 0.0147 -4.7602 5.7797 -0.311 2.546 0.221 -0.0400
C 0.1576 -4.6233 4.2265 1.057 -1.584 2.455 -0.3562
C 1.6641 -4.5678 3.8475 -1.338 1.990 -1.621 -0.1910
O 2.3319 -3.5324 4.5677 0.212 0.153 -1.426 -0.1834
C 3.4088 -2.9787 3.7531 0.361 -1.932 1.950 -0.0719
N -0.5756 -5.7876 3.6833 -0.095 1.036 -1.482 0.0455
H 0.1795 -5.7630 6.0816 0.468 -0.969 0.353 0.0600
H -0.9998 -4.4934 6.1107 -0.009 -0.333 -0.443 0.0586
H 0.6262 -4.0279 6.3996 -0.162 -1.070 -1.087 0.0849
H -0.3348 -3.7321 3.9000 -0.255 0.594 -0.316 0.1015
H 1.6576 -4.2638 2.7734 0.096 -0.325 0.452 0.1006
H 2.2154 -5.4780 3.8586 0.253 -1.182 0.567 0.1149
H 4.3220 -3.5603 3.9515 -0.179 -0.349 -0.459 0.1035
H 3.6480 -2.0739 4.2013 0.108 1.994 0.590 0.0326
H 3.2539 -2.8759 2.7024 -0.583 -0.131 -0.611 0.0483
H -0.0607 -6.6327 3.8026 0.522 -0.675 0.452 0.0794
H -0.6583 -5.6991 2.6587 -0.059 0.096 0.587 0.0780
C 2.3535 3.8394 -6.8102 0.725 1.161 -0.421 -0.0305
C 1.4179 4.5081 -5.7595 1.043 -0.275 -0.877 -0.4243
C 0.1001 4.8898 -6.3659 1.094 0.330 -0.872 -0.2306
O 0.4246 5.8154 -7.3786 0.945 0.461 0.385 -0.1938
C -0.4592 5.9796 -8.4325 -0.772 -0.616 0.841 -0.1039
N 1.1638 3.6623 -4.6352 -0.235 -1.115 1.280 0.0705
H 1.9470 2.9778 -7.3177 -0.656 -0.437 0.163 0.0473
H 3.2030 3.4947 -6.2228 0.369 -0.028 -0.264 0.0574
H 2.7099 4.4819 -7.6781 -0.403 -0.327 1.384 0.0996
H 1.9324 5.4081 -5.3452 -0.381 -0.414 -0.543 0.1381
H -0.4829 5.3616 -5.6188 -1.000 0.430 0.691 0.0722
H -0.3832 3.9789 -6.7426 -0.186 0.050 -0.223 0.1289
H -1.4093 6.3632 -8.0576 -0.387 0.046 -0.189 0.0841
H -0.6046 4.9992 -8.8683 -0.364 -0.171 -0.698 0.0884
H -0.0494 6.6864 -9.1210 0.333 0.304 -0.506 0.0849
H 2.0250 3.3454 -4.2028 0.254 0.343 0.089 0.0513
H 0.6983 2.7778 -4.8395 -0.171 0.272 -0.415 0.0732
C -2.0361 4.0697 3.3260 1.657 1.777 -0.504 -0.0641
C -2.7052 3.9354 4.6521 -0.116 -1.204 0.121 -0.4811
C -3.3838 5.1951 5.0695 -1.527 -0.160 0.324 -0.1774
O -4.1220 4.9002 6.2799 -0.395 2.069 -1.754 -0.2031
C -3.3105 4.8812 7.3961 1.087 -1.589 -0.306 -0.1276
N -3.7056 2.8874 4.6417 -0.399 0.269 -0.967 0.0788
H -2.7108 4.2825 2.4736 0.180 -0.239 0.528 0.0989
H -1.3832 3.2196 3.1019 -0.226 0.140 -0.007 0.0491
H -1.3342 4.9762 3.4451 -0.814 -1.192 -0.482 0.1114
H -1.9140 3.6778 5.3890 -0.153 0.415 -0.178 0.1343
H -4.1272 5.6131 4.3440 0.573 -0.701 0.381 0.1498
H -2.6183 5.9331 5.1971 0.354 0.806 0.527 0.1123
H -2.8050 3.9023 7.3142 0.451 0.297 0.856 0.0864
H -3.9730 4.8583 8.2208 -0.367 0.155 1.134 0.0792
H -2.5524 5.6735 7.4693 -0.352 0.072 -0.104 0.1003
H -4.3281 2.9343 5.4193 -0.227 0.128 0.595 0.0690
H -3.3089 1.9824 4.5876 0.462 -0.950 -0.077 0.0617
C 0.9954 9.0554 -4.6955 -2.108 0.187 -0.676 -0.0529
C 0.1163 7.8798 -4.3130 -0.691 0.076 -0.094 -0.4299
C -0.1369 7.8375 -2.7927 0.599 -1.007 -1.809 -0.1906
O 1.1050 7.4987 -2.1980 -0.213 -0.446 1.123 -0.2006
C 1.1702 6.1672 -1.6424 0.110 0.735 -0.790 -0.0855
N -1.2104 7.9132 -5.0114 1.812 1.167 0.606 0.0714
H 1.8195 8.9717 -4.0378 1.315 0.363 0.254 0.0505
H 0.4086 10.0050 -4.5054 0.785 -0.923 -0.279 0.1011
H 1.2226 8.9525 -5.7698 0.355 0.382 0.482 0.0812
H 0.6577 6.9251 -4.5083 -0.208 0.493 -0.062 0.1167
H -0.8377 7.0000 -2.7495 -0.349 0.194 0.959 0.1093
H -0.5100 8.7927 -2.4370 -0.171 -0.033 0.322 0.1286
H 0.3696 5.9400 -0.9305 -0.010 0.242 -0.035 0.0887
H 2.1360 6.1213 -1.1561 0.140 -0.123 0.267 0.0707
H 1.1576 5.4267 -2.4487 -0.159 -0.105 0.008 0.0620
H -1.7173 7.1978 -4.5766 -1.350 -1.308 0.630 0.0200
H -1.0703 7.6026 -5.9486 0.124 -0.044 -0.875 0.0371
C -5.5309 -5.3396 2.8665 0.631 0.580 0.448 -0.0109
C -4.1556 -4.8331 2.3550 0.042 -1.682 0.513 -0.5168
C -4.3006 -3.9746 1.1319 -0.015 0.595 -0.271 -0.1598
C -4.9672 -2.6587 1.4326 0.428 0.966 0.399 -0.1673
C -4.1946 -1.9101 2.5455 1.623 -2.160 -0.788 -0.0808
C -3.7802 -2.8030 3.7733 -1.751 0.492 -0.416 -0.4994
N -3.3119 -4.1023 3.3295 -0.002 -1.182 -0.543 -0.0513
O -3.1665 -4.9709 4.4718 0.220 0.002 -0.353 -0.0725
C -2.7117 -2.2047 4.6378 -1.422 0.901 1.164 -0.0332
C -5.0450 -2.8250 4.6604 1.485 -1.064 1.011 -0.0241
C -3.3898 -6.0840 1.8677 -0.285 0.790 -0.276 -0.0430
H -5.5776 -5.5702 3.9456 0.265 0.043 -0.600 0.0946
H -5.8619 -6.1869 2.2825 -0.016 -0.303 -0.072 0.0792
H -6.1842 -4.5282 2.6516 -1.123 0.391 0.149 0.0436
H -3.2420 -3.7786 0.8598 -0.606 0.002 -0.523 0.1133
H -4.8877 -4.4753 0.3303 0.727 -0.005 0.379 0.1426
H -6.0114 -2.7582 1.6807 -0.489 -0.217 0.129 0.0980
H -4.9377 -2.0287 0.5392 -0.094 0.039 0.051 0.1021
H -4.7395 -1.1075 2.9412 -0.674 1.379 0.327 0.0778
H -3.3086 -1.5725 2.0026 0.229 0.364 0.491 0.0872
H -2.4937 -2.8810 5.4526 0.468 -0.332 -0.049 0.0770
H -1.8804 -1.8877 4.0872 1.532 0.231 -0.679 0.0399
H -3.1521 -1.3319 5.1552 0.371 0.002 -0.386 0.0902
H -4.8240 -3.5737 5.4567 -0.647 0.443 -0.408 0.1008
H -5.0916 -1.8508 5.1249 -0.469 0.231 0.114 0.0712
H -5.9341 -3.0562 4.1225 -0.716 -0.159 -0.210 0.0606
H -4.0341 -6.4331 1.0228 0.827 -0.450 0.798 0.0895
H -3.1977 -6.7965 2.6777 -0.343 -0.126 -0.446 0.0879
H -2.4326 -5.7346 1.4683 0.014 -0.245 -0.140 0.0605
H -2.3752 -5.5247 4.2304 -0.237 0.719 0.257 0.0565
C 1.8822 3.5315 2.4945 0.428 0.358 0.382 -0.0070
C 3.3941 3.3991 2.2365 0.148 -1.864 -0.363 -0.5410
C 4.1845 3.8064 3.4348 0.956 0.974 1.969 -0.1439
C 5.6857 3.4069 3.4306 -0.590 -1.287 0.228 -0.1523
C 5.6637 1.8694 3.2887 0.668 0.387 -0.121 -0.1473
C 5.0532 1.4124 1.9555 -0.987 0.139 0.861 -0.4667
N 3.6418 1.9493 1.9382 0.452 0.200 0.241 -0.0466
O 3.1414 1.6780 0.6307 -0.117 0.062 -0.028 -0.0945
C 5.9480 1.8069 0.7461 0.219 -0.988 0.258 0.0000
C 4.8080 -0.0833 2.1617 -0.772 0.133 -0.383 -0.0436
C 3.7940 4.2762 1.1143 1.404 -0.711 -0.808 -0.0364
H 1.6195 4.5200 2.8702 0.307 0.196 0.293 0.0893
H 1.6387 2.8009 3.2713 -0.431 -0.035 -0.333 0.0771
H 1.2751 3.4777 1.5892 0.121 -0.652 0.014 0.0594
H 4.1839 4.9027 3.3993 -0.361 -0.024 0.486 0.1195
H 3.7087 3.4762 4.3986 0.400 0.210 -0.814 0.1355
H 6.2357 3.6628 4.3677 -0.662 0.145 -0.674 0.1216
H 6.2015 3.8599 2.5784 0.014 0.063 0.242 0.0884
H 4.9900 1.4717 4.0610 0.438 0.039 0.100 0.1090
H 6.6827 1.4172 3.3917 -0.790 0.251 -0.023 0.1370
H 5.3308 2.0926 -0.1117 0.288 0.141 0.255 0.0498
H 6.6807 2.5836 1.0391 -0.547 -0.237 -0.391 0.0790
H 6.5461 0.9180 0.4310 -0.386 0.567 0.215 0.0917
H 4.2416 -0.5612 1.3850 -0.458 0.055 -0.778 0.0629
H 5.6988 -0.6284 2.1908 1.777 -0.780 0.209 0.0666
H 4.2497 -0.3033 3.0760 0.159 0.459 -0.007 0.0601
H 3.4339 5.1964 1.4446 -0.385 2.091 -0.299 0.0732
H 3.3185 3.9058 0.2383 -0.500 0.188 -0.957 0.0581
H 4.8875 4.2981 0.9079 -0.705 0.122 0.339 0.0997
H 2.1726 1.5743 0.7611 0.010 -0.186 0.079 0.0578
C 5.5166 -3.4641 -0.0903 -1.690 1.500 -0.176 -0.0029
C 4.2783 -3.7003 -1.0211 -0.373 0.497 -0.808 -0.4417
C 4.7175 -4.3408 -2.3192 0.134 0.233 -2.261 -0.1618
C 5.2708 -5.7432 -2.1897 0.428 0.635 0.457 -0.1930
C 4.2280 -6.5922 -1.5645 -1.508 -1.012 -0.312 -0.1481
C 3.4125 -5.9870 -0.3947 0.182 -1.049 0.894 -0.4888
N 3.1059 -4.5584 -0.5767 1.565 0.789 -0.435 -0.0579
O 2.6612 -3.9930 0.6570 -1.572 0.575 -0.343 -0.0985
C 2.0807 -6.7618 -0.3164 -0.162 -0.161 -0.505 -0.0358
C 4.1496 -6.2567 0.9241 -0.296 0.372 0.501 -0.0244
C 3.5612 -2.3529 -1.4175 1.484 -0.481 -0.586 -0.0138
H 5.1240 -2.9715 0.7883 -0.014 -0.284 0.778 0.0592
H 6.1490 -2.6691 -0.4890 -0.029 -0.137 -0.589 0.0857
H 6.1534 -4.2782 0.1571 0.137 -0.849 0.129 0.0528
H 3.7840 -4.4515 -2.9051 0.331 0.174 -0.047 0.1222
H 5.3961 -3.6857 -2.9490 -0.642 -0.472 0.984 0.1447
H 6.1350 -5.7472 -1.5588 0.728 0.214 0.672 0.0967
H 5.6619 -6.1862 -3.0984 -0.352 0.124 -0.505 0.1168
H 4.6634 -7.5370 -1.2505 0.076 -0.098 0.535 0.1219
H 3.5015 -6.9457 -2.3073 0.001 0.447 -0.274 0.1168
H 1.3708 -6.5475 0.4787 0.429 0.441 0.490 0.0732
H 1.5086 -6.6168 -1.2202 -0.127 0.269 -0.573 0.0616
H 2.2648 -7.8303 -0.2798 0.259 -0.250 0.139 0.0838
H 3.6098 -5.5859 1.5985 0.305 -0.636 0.670 0.0633
H 4.0756 -7.3185 1.2106 -0.164 0.469 -0.013 0.0948
H 5.2026 -5.9813 0.9840 -0.015 0.033 -0.399 0.0719
H 2.9821 -2.5049 -2.3188 -0.527 -0.444 -0.043 0.0728
H 4.2563 -1.5823 -1.7607 0.399 0.001 0.439 0.0894
H 2.9276 -1.9336 -0.6695 -0.258 0.075 0.608 0.0321
H 1.8699 -3.4382 0.3932 1.201 -1.050 0.326 0.1090
C -0.4609 -7.8987 -4.5678 -0.579 0.437 0.112 -0.0219
C -1.5882 -7.0065 -4.0107 0.160 0.535 -1.657 -0.5192
C -1.8852 -7.6433 -2.7099 -0.068 -0.746 1.123 -0.1869
C -2.6568 -6.7825 -1.7770 -2.509 1.281 0.035 -0.1761
C -2.0091 -5.4111 -1.6257 1.050 -0.724 -0.822 -0.1280
C -1.7328 -4.6926 -2.9624 -0.643 0.345 0.628 -0.5179
N -0.9978 -5.6512 -3.7980 0.081 -0.331 -0.631 -0.0494
O -0.8448 -5.0745 -5.1280 0.721 -0.126 0.554 -0.0426
C -2.9886 -4.0945 -3.6067 -1.444 -0.986 0.742 -0.0306
C -0.8241 -3.4929 -2.6332 -0.413 -1.247 0.298 -0.0266
C -2.8493 -6.9787 -4.9230 0.736 -1.314 -0.447 -0.0118
H 0.0545 -7.4734 -5.4108 0.097 0.143 -0.476 0.0698
H -0.9048 -8.8503 -4.8555 0.240 -0.181 0.017 0.0907
H 0.2342 -8.0088 -3.7357 0.272 -0.295 -0.371 0.0748
H -2.3889 -8.5994 -2.9128 0.136 0.171 0.186 0.1362
H -0.9155 -7.8678 -2.2622 -0.085 -0.129 0.374 0.1114
H -2.7932 -7.2050 -0.7804 0.097 -0.264 -0.112 0.0941
H -3.7237 -6.6193 -2.1809 1.300 -0.312 0.525 0.1369
H -0.9803 -5.5857 -1.2720 -0.212 0.051 0.514 0.1161
H -2.5374 -4.7757 -0.9280 -0.117 0.211 0.024 0.0909
H -3.2340 -3.1399 -3.1565 -0.036 0.164 0.369 0.0782
H -2.8546 -3.8884 -4.6421 0.269 -0.009 -0.924 0.0694
H -3.9031 -4.7490 -3.5097 0.921 0.713 0.008 0.0856
H -0.8197 -2.9491 -3.5576 0.615 0.910 -0.161 0.0694
H -1.2667 -2.9458 -1.7851 0.150 0.088 -0.571 0.0725
H 0.1443 -3.8958 -2.3261 0.191 0.342 -0.207 0.0829
H -3.3141 -7.9920 -4.9742 0.381 0.591 0.163 0.0975
H -2.6196 -6.6989 -5.9581 0.080 0.091 0.333 0.0862
H -3.5755 -6.3064 -4.5360 -0.590 0.399 0.173 0.0341
H 0.1031 -5.2210 -5.3133 -0.655 0.221 0.174 0.1081
C 1.2069 -0.9969 2.1566 0.213 -0.539 0.366 -0.0173
C 0.0636 -0.3735 1.3615 -1.203 -0.415 0.178 -0.4406
C -0.8945 0.5015 2.2674 1.264 -1.078 -0.175 -0.1153
C -2.0290 1.1858 1.4951 2.376 -0.376 -0.960 -0.1435
C -1.2961 2.0455 0.4048 0.101 0.491 0.784 -0.0922
C -0.2950 1.3029 -0.5090 -0.604 -1.076 -0.605 -0.4696
N 0.6447 0.5269 0.3581 -0.115 -0.033 -0.323 -0.0767
O 1.5078 -0.2123 -0.5136 -1.278 -0.842 -0.265 -0.0556
C -1.0140 0.5392 -1.6741 0.926 -0.617 -0.538 -0.0061
C 0.6131 2.2409 -1.2382 1.074 2.024 -0.283 -0.0456
C -0.7422 -1.5940 0.7992 0.045 -0.004 0.204 -0.0180
H 1.7254 -1.7367 1.5169 -0.087 0.500 0.218 0.0641
H 0.8337 -1.5945 3.0161 0.034 0.505 -0.385 0.0841
H 1.9545 -0.2789 2.5231 -0.284 -0.034 -0.165 0.0731
H -1.2537 -0.2032 2.9962 -0.507 -0.330 0.401 0.0787
H -0.2267 1.1355 2.8746 -0.448 0.420 -0.417 0.1019
H -2.6089 1.7792 2.1830 -0.442 0.239 -0.133 0.0687
H -2.6314 0.4027 1.0132 -0.147 0.405 0.189 0.0941
H -0.7154 2.8702 0.8996 -0.523 -0.707 -0.145 0.1074
H -2.0319 2.5435 -0.2085 -0.113 0.187 -0.482 0.0892
H -1.8681 -0.0630 -1.4033 -0.059 -0.582 0.465 0.0565
H -1.4749 1.2934 -2.3278 0.420 -0.021 0.060 0.0636
H -0.2586 -0.0802 -2.2946 -1.276 0.998 1.061 0.1022
H 0.0967 2.8648 -1.9942 0.147 -0.514 0.248 0.0755
H 0.9816 2.9815 -0.4910 0.250 -0.394 -0.549 0.0748
H 1.4828 1.7214 -1.7362 -1.079 0.573 0.556 0.1035
H -0.8826 -2.3538 1.5810 0.251 0.179 0.080 0.0803
H -0.2336 -2.0856 -0.0300 0.181 0.147 -0.081 0.0631
H -1.7591 -1.3838 0.4832 -0.030 0.365 -0.269 0.0520
H 2.4046 0.0082 -0.2789 0.646 0.554 0.492 0.0557
C 0.9786 0.3332 -6.9465 -1.118 0.564 0.687 -0.2735
C 1.9737 0.1323 -5.8163 -1.235 0.832 -0.406 -0.2184
O 1.2415 -0.0510 -4.6000 0.197 -0.150 -0.211 -0.0739
O 0.2790 -0.8461 -7.2585 -0.295 -0.495 0.235 -0.0583
H 1.4530 0.6584 -7.8422 0.637 0.174 -0.754 0.1044
H 0.2211 1.1269 -6.6987 0.753 -0.361 0.116 0.1231
H 2.5192 1.0626 -5.7037 0.624 -0.032 -0.050 0.0942
H 2.5761 -0.7260 -6.0909 0.416 -0.061 0.265 0.1271
H 1.4149 -0.9423 -4.3101 -0.085 -0.367 0.415 0.0679
H -0.2825 -1.0397 -6.4941 0.111 -0.084 -0.223 0.0864
```
Forces are in eV/Å.

Computed properties:
Net charge: 0
HOMO level (Ha): -0.3076
Lowest unoccupied orbital energy (Ha): 0.0119
Energy (a.u.): -4963.34383
Kohn-Sham gap (eV): 8.7